Here is H24O12Xe as an isolated structure from OMol25. Energies are from ωB97M-V with the def2-TZVPD basis set.

XYZ file:
```
37
Properties=species:S:1:pos:R:3:forces:R:3:lowdin_charge:R:1
Xe 0.51167 -0.32670 0.00459 0.08 0.00 -0.04 0.424
O 1.62256 2.53386 -2.31844 -0.01 -0.22 -0.02 -0.049
H 1.28942 3.14742 -2.97326 -0.18 0.13 -0.38 0.078
H 2.40846 2.95620 -1.97172 0.38 0.06 0.24 0.072
O 1.46347 -4.16546 -1.80399 0.53 -0.40 0.11 -0.070
H 0.88242 -3.51564 -2.19940 -0.40 0.34 -0.17 -0.033
H 1.18416 -4.21234 -0.88965 -0.05 -0.04 0.19 0.021
O -2.91611 -3.30318 0.43583 -0.28 -0.39 -0.74 -0.072
H -2.50318 -2.70800 1.06152 0.28 0.53 0.57 -0.036
H -2.63072 -4.17488 0.70954 -0.01 -0.20 0.04 0.024
O -1.75131 -1.65317 2.36422 -0.21 -0.43 -0.02 -0.086
H -1.89599 -0.71312 2.25644 -0.31 0.50 -0.13 -0.013
H -0.80340 -1.74009 2.46498 0.35 -0.10 0.26 -0.015
O -0.38742 -2.29136 -2.82802 0.28 0.21 -0.08 -0.079
H -1.30676 -2.37900 -2.57631 -0.37 -0.01 0.32 0.066
H -0.39815 -2.30638 -3.78504 0.00 -0.09 -0.40 0.065
O -2.32312 1.21941 1.96356 -0.19 -0.15 0.02 -0.057
H -1.69409 1.61084 2.56965 0.55 0.09 0.09 0.017
H -3.14396 1.67930 2.13945 -0.44 -0.01 0.20 0.073
O -3.10775 1.56882 -0.72139 -0.37 -0.08 -0.44 -0.064
H -2.84104 2.47082 -0.89885 0.17 0.22 -0.08 0.025
H -2.90675 1.43700 0.20515 0.40 -0.15 0.13 -0.035
O 0.59349 -0.86671 3.86087 0.12 -0.24 -0.11 -0.055
H 0.34291 0.04089 3.68856 -0.33 0.30 0.04 -0.015
H 1.37424 -0.79989 4.41059 0.21 -0.16 0.16 0.047
O 0.16652 1.99291 3.17988 -0.18 -0.09 -0.04 -0.048
H 1.11470 1.86199 3.17350 0.39 0.00 -0.20 0.063
H 0.05062 2.89345 3.48289 -0.04 0.35 0.18 0.072
O 4.44087 0.51282 -1.21789 0.06 0.34 0.19 -0.064
H 4.19443 0.52150 -2.14277 -0.08 -0.08 -0.32 0.024
H 4.25958 -0.38175 -0.92959 -0.07 -0.26 0.06 0.027
O 0.09685 3.35635 -0.17488 -0.36 0.52 0.52 -0.087
H 0.11718 2.71862 0.53864 -0.11 -0.19 0.21 -0.041
H 0.47276 2.89187 -0.92267 0.25 -0.27 -0.44 -0.043
O 1.48095 0.03055 -3.74989 0.22 -0.18 -0.41 -0.071
H 1.64441 0.69329 -3.07885 -0.03 0.43 0.22 -0.039
H 0.89811 -0.60025 -3.32725 -0.23 -0.26 0.25 -0.029
```
Forces are in eV/Å.

Values from the calculation:
Energy relative to the best compared isomer or geometry (same formula, charge and spin), kcal/mol: 17.77
E, eV: -33922.491

---

Here is H25O13 as an isolated structure at a distorted geometry from OMol25. Energies are from ωB97M-V with the def2-TZVPD basis set.

XYZ file:
```
38
Properties=species:S:1:pos:R:3:forces:R:3:lowdin_charge:R:1
O -0.41230 -3.23768 -2.51164 0.38 -1.25 0.02 -0.089
H -0.90376 -2.75001 -1.82208 -0.39 0.93 -0.33 -0.002
H 2.80196 -1.06351 3.09646 0.46 0.38 0.62 0.003
O 1.39288 1.11080 2.31135 2.13 1.08 0.35 -0.070
H 1.12586 1.05994 1.39594 -0.62 -0.82 0.19 0.010
H 0.87950 0.59270 2.92023 -0.84 -0.32 -0.67 0.008
O -0.34192 -0.94115 1.35758 0.45 0.34 0.03 -0.256
H -1.12145 0.91216 1.28301 0.31 -0.24 -0.15 0.018
O -0.69611 2.34984 3.26550 -1.08 0.44 0.59 -0.060
H -0.67131 3.30946 3.19925 0.58 0.12 -0.17 0.041
H -1.63433 2.26819 3.50175 0.01 -0.42 -0.24 0.035
O 2.73015 -1.80159 2.49895 -0.52 0.20 -0.38 -0.076
H 0.66725 -0.63179 -2.83309 0.18 -0.60 0.76 -0.015
H 2.08162 -1.39050 1.89940 -0.03 -0.57 -0.28 0.005
O -0.51832 -0.72663 -4.17277 -0.24 1.54 -0.49 -0.044
H 0.19524 -0.22452 -4.58011 0.89 -0.70 -0.52 0.057
H -1.04379 0.08047 -4.03603 -0.83 -0.70 0.56 0.077
O 1.13965 -3.41512 -0.30337 0.59 -0.27 0.03 -0.082
H 0.55706 -2.96354 0.31896 -0.19 0.20 -0.27 0.004
H -0.80157 -1.31981 2.10955 -0.17 -0.29 -0.19 0.003
O -1.43847 1.24466 0.42675 -0.58 0.54 -0.08 -0.095
H -1.60455 0.42983 -0.06596 0.25 -0.14 -0.30 0.017
H 1.71534 -1.23886 -1.80278 -0.57 -0.35 0.04 0.039
O 1.45679 -0.45419 -2.29539 0.30 0.56 -0.31 -0.065
H -0.52570 -2.90528 -3.39912 -0.33 0.56 0.20 0.016
H 0.68157 -3.54582 -1.15146 -0.04 0.23 0.42 -0.020
O -1.51321 -1.52346 -0.64537 0.15 0.30 -0.96 -0.244
H -2.46617 -1.45947 -0.65278 -0.26 -0.02 0.26 -0.003
H -0.93751 -1.08429 0.30095 -0.12 -1.29 1.09 -0.044
O -0.19008 3.51170 -0.51251 0.24 -0.72 0.75 -0.093
H -0.29371 2.54933 -0.34021 -0.48 0.17 -0.75 0.000
H -0.04043 3.71719 0.41807 0.15 0.73 -0.03 0.016
O 3.41828 0.92876 -1.01472 0.27 0.56 0.41 -0.069
H 3.54980 0.14979 -1.54699 0.07 -0.32 -0.27 0.005
H 2.46569 1.04733 -1.07221 -0.09 -0.03 -0.10 0.005
O -3.41525 2.53218 1.87483 -0.19 -0.10 -0.59 -0.086
H -3.05425 3.15376 1.22797 0.03 0.27 0.31 0.034
H -3.23445 1.72911 1.35211 0.12 0.01 0.46 0.021
```
Forces are in eV/Å.

Values from the calculation:
Energy relative to the best compared isomer or geometry (same formula, charge and spin), kcal/mol: 48.41
Total charge: -1
E, eV: -27025.276

---

Here is a 12-piece molecular cluster, H26NO11 overall at a distorted geometry from OMol25. Energies are from ωB97M-V with the def2-TZVPD basis set.

XYZ file:
```
38
Properties=species:S:1:pos:R:3:forces:R:3:lowdin_charge:R:1
N -0.02102 0.17071 0.07452 -2.62 -3.52 6.91 0.334
H 0.57135 -0.03629 -0.61385 3.67 -2.15 -3.10 0.046
H -0.84946 -0.55840 0.18460 2.28 2.35 -0.56 0.135
H -0.28211 1.04058 -0.17064 -2.25 4.20 -0.86 0.027
H 0.40972 0.26512 1.06734 -0.32 -0.45 -2.06 0.154
O -1.30591 2.01002 2.23184 -0.54 2.34 1.98 -0.143
H -1.35526 3.03969 2.09581 0.08 -3.02 0.69 0.099
H -1.50445 1.85093 3.23341 0.52 0.63 -2.78 0.095
O -2.70181 -1.12445 1.70592 -4.00 -3.66 11.55 -0.016
H -2.48760 -0.72067 1.00962 1.79 5.59 -8.54 -0.189
H -3.19511 -0.47989 2.37954 1.86 -2.12 -2.64 0.141
O -0.37036 2.93308 -1.48676 -3.30 3.78 1.86 -0.149
H -0.13814 3.90562 -1.20824 0.40 -2.69 -0.90 0.097
H -1.39261 3.13045 -1.32237 2.75 -1.30 -0.87 0.100
O -2.63474 -0.06309 -0.72722 -2.09 5.43 5.94 -0.011
H -3.31268 0.69901 -0.82399 1.74 -2.21 0.05 0.152
H -2.57437 -0.49383 -1.47598 0.23 -3.11 -6.61 -0.061
O 2.78232 0.90152 1.31531 -5.15 1.37 -1.37 0.049
H 3.47561 0.39999 1.08196 4.17 -2.73 -0.70 0.009
H 2.87514 1.41895 2.06476 0.95 1.24 2.19 0.039
O 2.52723 2.18369 -1.24408 -4.80 -3.84 -1.81 0.032
H 3.16076 2.75803 -1.13276 5.55 5.68 -0.54 -0.045
H 2.62805 1.86303 -0.37987 -0.74 -1.84 2.32 -0.035
O -1.38441 -0.24457 -3.29427 -0.52 0.58 -3.00 -0.130
H -1.35249 -0.18065 -4.35046 0.44 -0.10 3.87 0.138
H -0.50658 -0.27942 -2.85938 -0.77 0.03 -1.24 0.001
O 2.33893 -2.69645 0.12527 1.28 0.42 0.63 -0.066
H 2.79340 -2.85545 -0.69377 0.29 -0.13 -0.44 0.023
H 1.40625 -2.82753 -0.03447 -0.11 -0.09 -0.25 -0.079
O -0.10647 -2.76494 0.17343 -4.94 -0.66 -1.10 -0.074
H -0.90863 -2.55165 -0.42328 2.06 0.15 0.76 0.106
H -0.60613 -3.51565 0.57314 1.17 0.28 0.61 0.118
O 0.40394 -1.79385 -2.35939 1.07 -0.45 -0.87 -0.058
H 0.13190 -2.70970 -2.36099 -0.35 -0.57 0.67 0.060
H 0.71032 -1.78052 -3.28526 0.15 0.58 0.37 0.089
O 0.62614 -0.45669 3.63689 -1.14 -4.51 -2.70 0.008
H 0.70350 0.32203 4.05450 0.99 4.23 2.26 -0.036
H 1.44575 -0.75876 3.23918 0.22 0.30 0.28 0.043
```
Forces are in eV/Å.

Values from the calculation:
Energy relative to the best compared isomer or geometry (same formula, charge and spin), kcal/mol: 118.41
Total charge: +1
E, eV: -24425.117

---

Here is a 13-piece molecular cluster, H26O13 overall at a distorted geometry from OMol25. Energies are from ωB97M-V with the def2-TZVPD basis set.

XYZ file:
```
39
Properties=species:S:1:pos:R:3:forces:R:3:lowdin_charge:R:1
O -2.43795 0.50366 1.63192 0.05 -0.01 -0.13 -0.025
H -2.61825 0.44450 2.57012 0.02 0.04 0.38 0.066
H -3.28469 0.34573 1.21440 -0.29 -0.12 -0.13 0.056
O 0.59986 -3.21197 -0.16787 0.15 -0.25 -0.49 -0.028
H 1.07123 -4.03912 -0.06860 0.01 -0.30 0.11 0.070
H 1.27917 -2.57302 -0.38355 0.04 0.51 -0.02 0.046
O 2.91654 1.84042 1.19948 0.14 0.05 -0.29 -0.017
H 3.40114 1.03124 1.03633 0.04 -0.40 0.01 0.067
H 3.58012 2.52926 1.16209 0.10 0.30 -0.04 0.069
O -0.67035 -1.89550 -3.39722 0.29 -0.43 -0.42 -0.055
H -0.92394 -1.34134 -2.65909 -0.49 0.11 0.35 -0.016
H -1.49780 -2.23673 -3.73652 -0.05 -0.05 -0.16 0.055
O -0.88110 2.61460 0.66457 -0.07 0.56 -0.17 -0.037
H -1.68331 2.18763 0.96521 -0.22 -0.41 0.10 0.024
H -0.29508 2.58406 1.42080 0.24 -0.23 0.56 0.025
O 0.36897 -0.25018 0.39117 0.43 -0.39 0.35 -0.041
H 0.82778 0.52902 0.07721 0.17 0.37 -0.24 0.033
H -0.47409 -0.23105 -0.06173 -0.39 -0.03 -0.14 0.003
O 1.44322 -0.35736 -2.68387 0.43 0.43 0.43 -0.044
H 0.78124 -0.98171 -2.98086 -0.09 -0.22 -0.53 -0.028
H 2.23707 -0.88157 -2.57785 0.21 -0.07 -0.04 0.030
O -1.28912 -2.72510 1.57832 -1.13 0.09 0.53 -0.063
H -0.65411 -2.82214 0.86869 0.79 -0.22 -0.34 -0.049
H -1.27011 -1.79212 1.79146 0.00 0.36 0.08 -0.003
O 0.95283 1.85750 2.97846 -0.91 0.34 0.53 -0.060
H 1.62654 1.91013 2.30053 0.62 -0.11 -0.32 -0.037
H 1.23819 1.14088 3.54526 0.01 -0.18 0.07 0.034
O 1.99837 -1.55769 2.41086 0.62 -0.01 0.29 -0.056
H 1.40324 -1.76211 3.13215 -0.14 -0.18 0.12 0.034
H 1.44316 -1.13945 1.75281 -0.55 0.25 -0.47 -0.032
O -2.08019 -1.06774 -1.19414 -0.08 0.41 0.09 -0.032
H -2.21428 -1.85118 -0.66079 0.18 -0.52 0.47 0.060
H -2.96377 -0.77706 -1.42001 -0.32 0.14 -0.16 0.076
O -1.30453 1.42389 -2.77717 -0.69 -0.35 -0.29 -0.039
H -1.60156 0.81536 -2.10063 0.07 -0.05 0.13 -0.019
H -0.58124 1.90081 -2.37020 0.59 0.45 -0.02 -0.017
O 0.58743 3.03201 -1.44572 0.77 0.03 -0.72 -0.058
H 0.00630 2.90172 -0.69635 -0.61 -0.06 0.70 -0.038
H 0.96326 3.90175 -1.30960 0.08 0.16 -0.19 0.048
```
Forces are in eV/Å.

Values from the calculation:
Energy relative to the best compared isomer or geometry (same formula, charge and spin), kcal/mol: 33.82
E, eV: -27040.481

---

Number 2 is which compound?
H25O13

---

E of number 4 (H26O13)?
-27040.481 eV